No. 1
A cluster of 2 separate species, CHBrI2O2S in total in a non-equilibrium geometry, computed with wB97M-V/def2-TZVPD.

The value obtained for the LUMO energy is -0.066 Ha. Its spin multiplicity is 1. The value obtained for the max |F| is 0.072 hartree/bohr. Its charge is 0. For the energy above the lowest of the compared OMol25 structures with the same formula, charge and spin, the calculation gives 0.0000 eV.

```
8
CHBrI2O2S, DFT wB97M-V/def2-TZVPD
I 2.039 -3.036 0.319
I -1.203 3.989 0.533
Br -0.444 -3.621 -2.219
S 0.820 -1.882 -1.621
O -0.103 -0.925 -1.068
O 0.583 1.911 1.657
C -0.517 2.160 1.266
H -1.175 1.405 1.134
```

---

No. 2
A structure of composition C45H59BrN9O3PV, computed with wB97M-V/def2-TZVPD.

The value obtained for the LUMO energy (spin up / spin down) is 0.000 / -0.006 Ha. Its spin multiplicity is 4. The value obtained for the max |F| is 0.010 hartree/bohr. Its charge is 0. For the energy above the lowest of the compared OMol25 structures with the same formula, charge and spin, the calculation gives 0.0000 eV.

```
119
C45H59BrN9O3PV, DFT wB97M-V/def2-TZVPD
Br 2.602 -4.842 -4.519
V 0.588 0.327 0.385
P -2.130 2.853 -2.051
O 0.010 -0.523 -1.224
O -1.270 2.172 -1.047
O -2.249 -4.531 -0.550
N -2.942 -0.050 -0.088
N -3.349 3.841 -1.493
N -3.499 -3.832 1.218
N 1.448 2.129 0.590
N -2.976 1.765 -2.963
N -2.604 -2.291 -0.356
N -1.187 3.831 -2.983
N 2.530 -0.095 -0.140
N 0.251 -0.650 2.023
C 0.024 0.340 4.307
C 3.391 0.755 0.592
C 0.426 -3.328 -3.448
C 2.602 -2.677 -2.683
C -1.523 2.362 3.169
C 2.772 1.953 0.965
C 1.536 4.332 1.559
C 1.102 -4.282 1.352
C 0.034 -4.924 2.238
C -2.322 3.460 2.524
C -4.490 3.253 -0.801
C -4.121 2.095 -3.795
C 2.924 -0.894 -1.062
C 0.736 -2.820 1.097
C 2.029 -1.678 -1.875
C 0.637 -2.016 2.401
C -1.737 4.611 -4.075
C 1.814 -3.486 -3.453
C -0.176 1.377 6.576
C 4.705 0.468 0.946
C 4.842 2.628 2.010
C -0.442 -2.687 3.262
C 1.293 -4.184 4.270
C -0.152 -2.339 -2.690
C -0.474 1.370 5.098
C -1.237 2.382 4.529
C -3.148 -1.313 0.332
C -1.059 1.304 2.406
C 2.458 -4.346 2.059
C -2.740 -3.588 0.045
C 2.375 -3.567 3.374
C 0.231 4.036 -2.726
C -2.280 0.552 -3.386
C 5.421 1.419 1.663
C -3.651 -5.201 1.699
C 3.512 2.933 1.671
C 2.857 4.155 1.981
C -4.069 -2.812 1.902
C -3.023 5.180 -1.015
C -0.254 0.281 2.934
C 2.017 -2.105 3.084
C 0.866 3.341 0.890
C 0.626 -1.479 -1.895
C -0.061 -4.144 3.552
C -3.939 -1.533 1.508
H -3.836 2.209 -4.847
H 1.017 5.262 1.760
H -0.156 3.453 0.562
H -3.244 3.664 3.073
H -1.388 -2.641 2.711
H -2.977 -0.290 -3.366
H 0.872 1.141 6.766
H -3.864 5.851 -1.206
H -1.608 3.191 5.150
H 0.566 3.371 -1.935
H -3.361 0.724 0.391
H -0.212 -2.749 0.552
H 1.555 -5.218 4.515
H 3.386 4.928 2.522
H -0.193 -3.995 -4.033
H -4.622 2.214 -1.096
H -2.259 0.154 -0.801
H -3.226 -5.862 0.952
H -3.121 -5.337 2.643
H 1.232 -3.633 5.214
H 2.735 -5.387 2.253
H 2.760 -1.652 2.417
H -1.890 0.652 -4.405
H -5.402 3.804 -1.047
H -4.706 -5.436 1.838
H 0.431 5.070 -2.427
H -1.575 5.682 -3.910
H -1.264 4.342 -5.024
H 0.810 3.826 -3.629
H 3.340 -3.606 3.887
H -4.360 3.296 0.288
H -1.458 0.332 -2.709
H -0.593 -2.150 4.201
H -2.150 5.567 -1.532
H -1.227 -2.238 -2.630
H -4.591 3.017 -3.462
H -1.745 4.389 2.493
H -4.624 -3.096 2.788
H -4.858 1.290 -3.735
H -0.390 2.350 7.017
H 5.416 3.362 2.564
H -2.819 5.188 0.060
H 1.508 -2.369 0.474
H 0.291 -5.970 2.438
H 3.237 -3.917 1.419
H -2.576 3.198 1.494
H -1.360 1.285 1.359
H -4.371 -0.721 2.074
H -0.925 -4.919 1.713
H 3.990 -0.991 -1.267
H 5.149 -0.487 0.690
H 2.043 -1.532 4.011
H 3.678 -2.809 -2.676
H -0.826 -4.590 4.195
H 0.648 -0.407 4.771
H -2.809 4.448 -4.166
H -0.779 0.632 7.099
H 6.441 1.207 1.960
H 1.150 -4.805 0.394
```

---

No. 3
A structure of composition C20H19Cl2LiN3O2S, computed with wB97M-V/def2-TZVPD.

The value obtained for the LUMO energy is 0.095 Ha. Its spin multiplicity is 1. The value obtained for the max |F| is 0.010 hartree/bohr. Its charge is -1. For the energy above the lowest of the compared OMol25 structures with the same formula, charge and spin, the calculation gives 0.0000 eV.

```
48
C20H19Cl2LiN3O2S, DFT wB97M-V/def2-TZVPD
Cl 2.844 -1.134 -0.212
Cl 1.409 -3.490 -1.224
S -0.461 -1.504 4.140
O 1.234 1.200 0.603
O -1.130 -0.768 -1.487
N -1.298 1.262 0.403
N -0.158 -1.382 1.583
N -0.757 2.193 1.283
C -1.843 -3.023 0.828
C -2.804 -3.935 1.216
C -2.380 -0.527 -1.566
C 0.659 3.977 2.931
C 1.294 2.955 2.225
C 2.983 -2.755 -0.896
C 3.383 3.581 3.273
C -1.449 -2.545 3.168
C -3.155 -1.358 -2.588
C 2.662 2.771 2.403
C -3.438 2.381 0.739
C -3.111 0.401 -0.831
C -1.153 -2.323 1.816
C 0.277 -0.890 2.681
C 0.547 2.044 1.288
C -2.420 -3.465 3.559
C -3.091 -4.157 2.569
C -2.552 1.331 0.119
C 1.377 4.789 3.796
C 2.744 4.595 3.973
Li 0.000 0.005 -0.229
H 1.034 -0.114 2.732
H 3.523 -2.685 -1.831
H 0.872 5.581 4.336
H 3.507 -3.383 -0.187
H -4.483 2.213 0.478
H -4.049 -1.801 -2.142
H -0.405 4.109 2.785
H -4.175 0.465 -1.028
H -3.323 2.377 1.824
H 3.143 1.984 1.836
H -3.473 -0.736 -3.428
H -3.853 -4.875 2.845
H -2.508 -2.150 -2.966
H 3.303 5.231 4.649
H -1.616 -2.818 -0.212
H -3.356 -4.481 0.461
H -2.646 -3.625 4.606
H 4.448 3.425 3.402
H -3.137 3.374 0.397
```

---

No. 4
A structure of composition C26H43Cl3O2P2Tl in a non-equilibrium geometry, computed with wB97M-V/def2-TZVPD.

The value obtained for the LUMO energy (spin up / spin down) is -0.191 / -0.181 Ha. Its spin multiplicity is 1. The value obtained for the max |F| is 0.062 hartree/bohr. Its charge is +1. For the energy above the lowest of the compared OMol25 structures with the same formula, charge and spin, the calculation gives 0.0000 eV.

```
77
C26H43Cl3O2P2Tl, DFT wB97M-V/def2-TZVPD
Tl 0.248 0.929 0.160
Cl 2.739 3.603 4.860
Cl 1.213 1.479 6.172
Cl 3.690 0.832 4.793
P -1.242 -0.992 1.559
P 1.672 -0.840 -0.883
O 0.178 1.759 3.477
O 2.136 1.467 2.356
C -2.712 -1.672 0.704
C 1.420 1.674 3.376
C 0.277 -4.501 -3.752
C 0.419 5.381 1.450
C 3.391 -0.315 -0.665
C -2.724 3.484 0.799
C -0.954 4.268 -0.446
C 1.052 -2.221 0.121
C -0.046 -4.314 -1.261
C 0.813 -0.412 -2.467
C -3.983 2.818 1.204
C -0.737 4.638 0.908
C -1.660 -0.947 3.336
C 2.422 -4.819 -1.812
C 0.152 -2.179 1.399
C 1.348 -3.558 -4.356
C -0.037 4.564 -1.566
C 2.606 -3.378 -2.178
C 1.194 -5.111 -0.912
C 2.213 -2.850 -3.351
C -2.177 3.543 -0.510
C -2.791 2.953 -1.721
C -0.390 -3.971 -2.521
C 2.256 1.873 4.772
C -1.953 4.274 3.144
C -1.825 4.146 1.677
H -3.231 1.968 -1.498
H 0.835 -2.822 -4.995
H -3.599 -1.090 1.007
H 1.005 4.322 -1.308
H 1.195 5.500 0.688
H -4.779 3.554 1.383
H -0.065 5.633 -1.830
H 0.975 -6.189 -0.949
H 1.986 -4.144 -5.040
H 4.127 -1.071 -0.994
H 0.716 -5.494 -3.576
H 2.387 -5.458 -2.707
H -0.325 -3.162 1.515
H -2.877 -2.730 0.952
H 2.679 -1.920 -3.706
H -0.501 -4.651 -4.519
H 3.324 -5.138 -1.262
H -0.272 -0.274 -2.303
H 0.856 4.863 2.316
H -2.631 -0.445 3.470
H -1.158 3.703 3.651
H 0.897 -1.167 -3.269
H -2.922 3.882 3.476
H -3.843 2.253 2.135
H -0.902 -0.350 3.869
H 1.480 -4.899 0.128
H -0.312 3.999 -2.465
H 3.323 -2.835 -1.550
H -1.721 -1.960 3.765
H 1.913 -2.867 0.360
H -1.299 -3.379 -2.705
H 3.589 0.608 -1.236
H -4.331 2.136 0.424
H 0.801 -2.016 2.269
H -2.592 -1.559 -0.385
H -2.051 2.831 -2.524
H 1.206 0.539 -2.867
H -3.603 3.589 -2.116
H 3.573 -0.081 0.399
H 0.487 -2.777 -0.659
H -0.786 -4.219 -0.453
H 0.122 6.387 1.784
H -1.883 5.327 3.459
```

---

No. 5
The molecule C5H6O2, computed with wB97M-V/def2-TZVPD.

The value obtained for the LUMO energy is 0.028 Ha. Its spin multiplicity is 1. The value obtained for the max |F| is 0.010 hartree/bohr. Its charge is 0. For the energy above the lowest of the compared OMol25 structures with the same formula, charge and spin, the calculation gives 3.4428 eV.

```
13
C5H6O2, DFT wB97M-V/def2-TZVPD
O 2.589 0.757 -0.372
O -1.766 -1.790 1.777
C 1.666 1.826 -0.238
C 1.352 0.652 -1.060
C -0.613 -0.858 -0.131
C 0.341 -0.261 -0.563
C -1.831 -1.492 0.400
H 1.901 2.773 -0.722
H -2.680 -0.832 0.165
H 1.201 1.901 0.744
H 1.440 0.734 -2.144
H -2.009 -2.441 -0.112
H -1.590 -0.968 2.254
```

---

No. 6
A structure of composition C4H11CsNO5S in a non-equilibrium geometry, computed with wB97M-V/def2-TZVPD.

The value obtained for the LUMO energy is 0.012 Ha. Its spin multiplicity is 1. The value obtained for the max |F| is 0.058 hartree/bohr. Its charge is -1. For the energy above the lowest of the compared OMol25 structures with the same formula, charge and spin, the calculation gives 5.2197 eV.

```
23
C4H11CsNO5S, DFT wB97M-V/def2-TZVPD
Cs -0.835 4.511 2.743
S -0.392 10.545 4.469
O 0.544 9.647 3.688
O 0.687 -2.160 -0.345
O -0.656 9.750 5.672
O -1.582 10.886 3.707
O 0.226 11.787 4.828
N 0.485 -5.352 -2.179
C 0.047 -4.041 -1.827
C -1.423 -3.916 -1.441
C 0.991 -1.234 -1.421
C 0.938 -3.552 -0.686
H 0.201 -5.528 -3.133
H -2.134 -4.124 -2.240
H 0.940 -0.231 -0.997
H -0.031 -5.984 -1.584
H 1.995 -3.744 -0.868
H 1.936 -1.235 -1.964
H 0.312 -1.113 -2.266
H -1.606 -2.889 -1.125
H 0.653 -3.975 0.277
H -1.612 -4.554 -0.577
H 0.315 -3.492 -2.730
```